1.
{
  "formula": "C22H44O10",
  "method": "the ωB97M-V functional and the def2-TZVPD basis",
  "orbital_gap_ev": 9.853,
  "relative_energy_ev": 6.0346,
  "e_lumo_ev": 0.1911,
  "total_energy_ev": -43992.55443,
  "multiplicity": 1,
  "fmax_ev_per_a": 11.12,
  "symbols": ["O", "O", "O", "O", "O", "O", "O", "O", "O", "O", "C", "C", "C", "C", "C", "C", "C", "C", "C", "C", "C", "C", "C", "C", "C", "C", "C", "C", "C", "C", "C", "C", "H", "H", "H", "H", "H", "H", "H", "H", "H", "H", "H", "H", "H", "H", "H", "H", "H", "H", "H", "H", "H", "H", "H", "H", "H", "H", "H", "H", "H", "H", "H", "H", "H", "H", "H", "H", "H", "H", "H", "H", "H", "H", "H", "H"],
  "coordinates": [[-3.82984, -4.67185, 1.25637], [-4.76311, -1.02131, 3.61433], [-4.38192, -6.33288, 2.61832], [6.01383, -0.42316, -1.86498], [0.65606, 0.58400, -1.89364], [4.84438, 3.47079, 0.88498], [8.04582, 0.45757, -1.22115], [0.40044, -0.09644, 0.21188], [-4.00967, 2.36772, -1.42017], [3.40041, 3.63231, -0.83447], [5.10142, -1.10979, -3.83861], [-2.81712, -5.42456, 0.54871], [-2.01729, -4.30529, -0.22293], [-1.73216, -0.57392, 1.29674], [-5.57403, -4.32896, 2.89636], [-3.50580, 0.89886, -3.42360], [-1.00716, -0.08805, 0.12038], [-4.54669, -5.26787, 2.20414], [2.68151, 0.34643, -0.47438], [6.39265, -0.47083, -3.18920], [6.88837, 0.12073, -0.96674], [-5.32367, 1.33631, 2.94095], [-4.47600, 0.33095, 3.75953], [-3.46228, 0.83536, 4.77809], [6.36219, 0.19185, 0.50002], [-3.98680, 1.10593, -2.04128], [1.41864, 4.97471, -0.88875], [-4.54764, -0.02593, -1.11700], [4.60839, 3.52448, -0.28689], [2.32082, 4.18548, 0.06454], [1.12140, 0.34401, -0.75596], [5.64991, 3.40766, -1.35196], [-5.45655, -0.11365, -1.74205], [-2.67697, -3.76369, -0.94874], [4.88285, -2.17302, -3.44530], [-2.21412, -5.75227, 1.27062], [-3.20579, -6.34512, 0.04164], [-6.63769, -4.53142, 2.24173], [-5.90811, -4.73615, 3.94380], [-1.49343, 0.77570, -0.27362], [-4.75887, 2.32480, 2.83593], [2.11179, 5.71679, -1.37961], [-3.90250, -0.78259, -1.02912], [-2.42720, 1.03838, 4.37395], [-1.53321, 0.12352, 2.03086], [-3.49834, -0.06901, -3.66875], [5.07894, -1.12722, -4.94111], [6.37853, 0.43293, -3.61156], [6.24462, -0.96008, 0.87007], [3.15376, -0.60901, -0.41301], [-5.44078, -3.27195, 2.85356], [1.60315, 3.44825, 0.66692], [0.93630, 4.42410, -1.81577], [-2.42783, 1.05162, -3.60650], [-3.18538, -0.04376, 5.54428], [-1.04513, -4.69498, -0.78465], [-1.19457, -0.71384, -0.65612], [-1.41744, -1.53970, 1.55992], [-5.69697, 0.95826, 1.92962], [-6.08834, 1.67914, 3.29380], [-2.83311, -0.57892, 1.00084], [0.55356, 5.33779, -0.29190], [5.80140, 4.29877, -2.16181], [4.32870, -0.31427, -3.61366], [6.94821, 0.71101, 1.04089], [5.13549, 2.64837, -1.93083], [-1.88812, -3.55360, 0.60207], [-3.70741, 1.67922, 5.44391], [7.34752, -1.17994, -3.31131], [-3.75781, 1.60923, -3.95844], [3.12410, 1.05137, -1.13453], [6.67835, 3.21078, -0.73928], [-4.85662, 0.35482, -0.18590], [5.45605, 0.75305, 0.63299], [2.85454, 0.65346, 0.65034], [2.70939, 4.59854, 0.91224]]
}


2.
{
  "formula": "C22H45Cl16N3O3",
  "method": "the ωB97M-V functional and the def2-TZVPD basis",
  "orbital_gap_ev": 8.971,
  "e_lumo_ev": -0.3073,
  "total_energy_ev": -234516.53211,
  "multiplicity": 1,
  "fmax_ev_per_a": 1.35,
  "symbols": ["Cl", "Cl", "Cl", "Cl", "Cl", "Cl", "Cl", "Cl", "Cl", "Cl", "Cl", "Cl", "Cl", "Cl", "Cl", "Cl", "O", "O", "O", "N", "N", "N", "C", "C", "C", "C", "C", "C", "C", "C", "C", "C", "C", "C", "C", "C", "C", "C", "C", "C", "C", "C", "C", "C", "H", "H", "H", "H", "H", "H", "H", "H", "H", "H", "H", "H", "H", "H", "H", "H", "H", "H", "H", "H", "H", "H", "H", "H", "H", "H", "H", "H", "H", "H", "H", "H", "H", "H", "H", "H", "H", "H", "H", "H", "H", "H", "H", "H", "H"],
  "coordinates": [[4.23207, 0.56141, 0.85889], [6.14583, 6.34494, -1.53493], [-1.36315, 2.17666, 5.75537], [-0.61309, -0.26385, 1.37722], [1.83025, 2.33092, 2.65395], [0.10006, -4.05826, 0.13006], [-1.39084, 4.52182, 1.93562], [-3.82102, 6.00673, 1.11446], [0.94158, -0.30058, -1.92979], [5.16146, -2.20193, -1.85091], [3.56056, 0.80403, -4.45129], [-1.80859, 5.44397, -0.83550], [3.28852, 3.13096, -1.37849], [2.80209, -5.17875, 1.65208], [-3.92840, 0.45289, 2.70101], [-3.36202, 3.27241, 0.29462], [-3.06692, 0.98902, -7.23149], [-6.16714, -3.77501, -1.35189], [-1.88426, -2.36616, 6.37181], [-1.17386, -3.07048, 4.32473], [-4.54455, -2.35723, -0.63745], [-1.35328, 0.87310, -5.72156], [-1.95859, 1.15248, 4.42022], [-2.58687, 4.79314, 0.65647], [4.76656, -0.59075, -2.50980], [-0.11711, 1.48325, -5.24361], [-0.51996, 0.92048, 0.03073], [-2.02963, 1.40005, -6.77252], [-4.13154, -0.96248, -0.64273], [2.82052, 0.95808, 3.17110], [4.93911, 5.22126, -0.89572], [-4.05186, -3.19932, 0.43727], [-1.80564, -0.36392, -5.10747], [-5.59372, -2.69946, -1.42593], [-0.06898, -3.55412, 3.52333], [-3.36481, 1.57437, 3.95856], [3.88815, -0.78565, -3.72044], [4.42779, 4.33603, -2.01845], [-1.00938, -2.75051, 5.61902], [2.63940, -3.51509, 1.01248], [0.79734, 0.99719, -0.70274], [-2.41445, -2.72610, 3.65494], [1.73469, -3.47009, -0.18766], [4.20728, 0.92324, 2.58277], [-0.37943, -4.41127, 2.92711], [-4.07465, 1.54689, 4.77651], [-1.43495, 2.25788, -7.14429], [1.57638, -2.45631, -0.55296], [5.24001, 3.82336, -2.53550], [2.23838, 0.03781, 3.07458], [-3.89077, -4.24805, 0.21000], [0.82962, 1.94439, -1.24008], [4.73252, 0.09294, 3.05176], [-1.27978, 0.69810, -0.72277], [0.52558, 1.75810, -6.08299], [-4.71642, -3.13976, 1.30640], [1.66651, 0.97776, -0.05044], [-1.43278, -0.43396, -4.08641], [0.02811, -2.84500, 5.97864], [4.68728, 1.87518, 2.79295], [-0.89678, 1.83088, 0.49268], [-4.94566, -0.23745, -0.55776], [-3.55256, -0.72997, -1.54402], [-0.38439, 2.41351, -4.73405], [0.78669, -3.80000, 4.14457], [-2.14744, -2.15761, 2.76342], [4.25105, 0.00826, -1.76157], [-1.95896, 0.08936, 4.65487], [2.93079, -1.20462, -3.41703], [-5.88268, -1.91672, -2.14669], [5.36681, 4.62342, -0.09826], [0.21278, -2.81546, 2.76857], [4.26006, -1.50329, -4.44842], [4.09109, 5.80547, -0.54455], [-3.09132, -2.10646, 4.23513], [2.21403, -2.84582, 1.76339], [0.41820, 0.79845, -4.59705], [-2.98115, -3.62318, 3.39644], [-1.42895, -1.22330, -5.67034], [-3.48763, -0.75461, 0.21084], [-3.11542, -2.73932, 0.74413], [-1.24158, 1.32176, 3.62125], [2.89083, 0.99434, 4.26320], [5.68376, -0.04874, -2.73083], [-2.89093, -0.43701, -5.08863], [3.63151, -3.10189, 0.84129], [2.12206, -4.02487, -1.04259], [-3.24148, 2.55628, 3.51003], [3.91797, 4.87183, -2.81687]]
}


3.
{
  "formula": "C22H45CrN2OP3Se",
  "method": "the ωB97M-V functional and the def2-TZVPD basis",
  "orbital_gap_ev": [6.602, 4.387],
  "total_charge": 3,
  "relative_energy_ev": 1.6036,
  "e_lumo_ev": [-9.5107, -11.4052],
  "total_energy_ev": -150178.39403,
  "multiplicity": 4,
  "fmax_ev_per_a": 4.11,
  "symbols": ["Se", "Cr", "P", "P", "P", "O", "N", "N", "C", "C", "C", "C", "C", "C", "C", "C", "C", "C", "C", "C", "C", "C", "C", "C", "C", "C", "C", "C", "C", "C", "H", "H", "H", "H", "H", "H", "H", "H", "H", "H", "H", "H", "H", "H", "H", "H", "H", "H", "H", "H", "H", "H", "H", "H", "H", "H", "H", "H", "H", "H", "H", "H", "H", "H", "H", "H", "H", "H", "H", "H", "H", "H", "H", "H", "H"],
  "coordinates": [[0.58843, -0.71147, 0.94104], [0.22336, 1.35325, -0.21963], [2.19414, 1.98577, -1.11475], [-3.25450, -2.94308, 0.14792], [-0.54577, 3.30906, 0.58937], [-1.87881, -2.50826, -2.62477], [0.69735, 0.40008, 3.62921], [2.68237, 0.07374, 2.80870], [0.33193, -5.12604, -3.82388], [1.38967, -4.31245, -4.24881], [1.60721, 0.86639, 4.56477], [0.37707, 3.94009, 2.03181], [-4.97904, -3.35051, -0.31625], [1.35530, -0.03123, 2.51805], [3.27549, 2.92231, 0.00357], [-0.46639, 1.18398, -2.05728], [-0.69996, -3.19336, -2.82553], [-0.70123, -4.58995, -3.05982], [-0.69890, 4.77323, -0.50592], [-2.24136, 3.08742, 1.22532], [-0.74437, 0.37983, 3.77858], [-3.44403, -1.67816, 1.45520], [-2.71489, -4.44998, 1.05011], [-1.43776, 0.63830, -1.04795], [3.74988, -0.34921, 1.92376], [2.84734, 0.66516, 4.05120], [2.18079, 2.95071, -2.66136], [3.13074, 0.48412, -1.53788], [1.47557, -2.98153, -3.82388], [0.46413, -2.43336, -3.04218], [-1.13693, -0.59686, 3.47199], [-1.54635, -5.20268, -2.74159], [0.65092, 3.10856, 2.69288], [2.26634, 4.02270, -2.43707], [3.38304, -1.16567, 1.29174], [-0.79390, 5.69294, 0.09315], [-5.47793, -3.92423, 0.47654], [4.59479, -0.69811, 2.52906], [-2.78736, -4.29972, 2.13797], [-2.37212, 1.18537, -0.84668], [3.82407, 0.86547, 4.45748], [-2.38444, 2.05829, 1.57695], [3.02933, 2.63117, -3.28346], [-3.43038, -0.68812, 0.97954], [1.29666, 4.44295, 1.70644], [-3.31363, -5.31604, 0.73019], [-1.66467, -0.43307, -1.15583], [2.33607, -2.36448, -4.08728], [4.18197, 0.60792, -1.24381], [-0.73243, 2.10306, -2.59894], [-1.59269, 4.66598, -1.13633], [-4.38896, -1.81485, 1.99782], [-4.95425, -3.94369, -1.24221], [0.18069, 4.86293, -1.15771], [3.16949, 2.56156, 1.03437], [-1.21564, 1.16318, 3.16841], [-2.26512, -2.74620, -1.77589], [2.70252, -0.38283, -1.01645], [2.18680, -4.73103, -4.86083], [-2.42397, 3.78102, 2.05652], [1.28727, 1.27307, 5.50913], [-1.66268, -4.62517, 0.77377], [-2.59264, -1.72862, 2.14542], [0.52434, -1.41010, -2.66850], [3.00478, 3.98570, -0.02644], [-0.25315, 4.64757, 2.58878], [0.03120, 0.45793, -2.72663], [4.08833, 0.48057, 1.28842], [1.25011, 2.77335, -3.21306], [-5.53155, -2.42423, -0.52436], [3.06905, 0.31321, -2.62069], [-0.97577, 0.55438, 4.83426], [4.31842, 2.80155, -0.32044], [0.31995, -6.18528, -4.08837], [-2.96337, 3.28572, 0.42302]]
}